Entry 1:
Computed, not measured: CH4FN in the gas phase, with ωB97M-V/def2-TZVPD.

Geometry (Å):
N (-0.54635, -0.62436, -0.02015)
F (1.69164, -0.04743, 0.10946)
H (-1.46614, -0.62165, -0.37282)
H (-0.43213, -1.36422, 0.62828)
C (0.38389, 0.48945, -0.07558)
H (0.17391, 1.12283, 0.83297)
H (0.19518, 1.04539, -1.10217)

Calculated values
Gap between HOMO and LUMO = 0.38710 Eh
Relative energy (zero: lowest compared OMol25 entry of this formula, charge and spin) = 38.7 kJ/mol
SMILES = NCF

=====

Entry 2:
Computed, not measured: 2 unconnected molecules or ions with the total composition CH4FN2O, with ωB97M-V/def2-TZVPD.

Geometry (Å):
C (0.26099, 0.02339, 0.20168)
H (-1.62922, -0.79486, -0.27934)
H (-0.08142, 0.93066, -1.36287)
N (0.64431, 0.90858, -0.62600)
O (1.77441, 1.62741, -0.74333)
N (-1.15205, -0.07878, 0.43823)
F (0.90320, 0.06020, 1.48501)
H (0.56127, -1.99803, -0.41432)
H (-1.28149, -0.67858, 1.30094)

Calculated values
Gap between HOMO and LUMO (alpha / beta) = 0.25251 / 0.25254 Eh
Net charge = -1
Relative energy (zero: lowest compared OMol25 entry of this formula, charge and spin) = 387.1 kJ/mol

=====

Entry 3:
Computed, not measured: 2 unconnected molecules or ions with the total composition CH4FNO2, with ωB97M-V/def2-TZVPD.

Geometry (Å):
H (1.31426, -0.80676, -0.20634)
N (1.72725, 0.25390, -0.10005)
O (-1.68020, -0.67765, 1.02275)
O (-1.14783, 0.84913, -0.48744)
F (3.07100, 0.30156, -0.77610)
H (-1.41351, -1.48034, 1.36733)
H (1.06161, 0.70302, -0.69025)
C (-0.88301, -0.31942, 0.03698)
H (-2.04956, 1.17655, -0.16689)

Calculated values
Gap between HOMO and LUMO = 0.37563 Eh
Relative energy (zero: lowest compared OMol25 entry of this formula, charge and spin) = 522.9 kJ/mol

=====

Entry 4:
Computed, not measured: 2 unconnected molecules or ions with the total composition CH4FNS, with ωB97M-V/def2-TZVPD.

Geometry (Å):
H (1.27101, -1.52086, -0.56758)
H (-1.76723, 0.03293, -0.39086)
H (-0.94169, 1.66868, -0.30516)
C (-0.99442, 0.61226, 0.20482)
F (1.84333, -2.06986, -0.96964)
H (-1.24192, 0.80005, 1.26541)
N (0.29088, -0.00260, -0.02878)
S (1.54005, 0.47940, 0.79179)

Calculated values
Gap between HOMO and LUMO = 0.27001 Eh
Relative energy (zero: lowest compared OMol25 entry of this formula, charge and spin) = 187.8 kJ/mol
SMILES = CN=S.F

=====

Entry 5:
Computed, not measured: CH4FNS in the gas phase, with ωB97M-V/def2-TZVPD.

Geometry (Å):
S (-1.81289, 0.44060, -0.26355)
H (1.89576, 0.22451, 0.14979)
H (1.03697, -1.10355, -0.23933)
F (-2.52302, -1.12156, 0.18060)
H (-0.03365, 0.87630, 1.37593)
N (-0.31851, 0.45093, 0.43161)
H (0.83357, 0.29834, -1.30954)
C (0.92176, -0.06557, -0.32550)

Calculated values
Gap between HOMO and LUMO = 0.36675 Eh
Relative energy (zero: lowest compared OMol25 entry of this formula, charge and spin) = 122.7 kJ/mol
SMILES = CNSF

=====

Entry 6:
Computed, not measured: 2 unconnected molecules or ions with the total composition CH4FPS2, with ωB97M-V/def2-TZVPD.

Geometry (Å):
H (-0.65479, 1.05302, 1.40512)
H (1.00350, -2.00922, 0.50017)
F (-2.47912, -0.64929, 1.72430)
H (0.40030, 0.14258, 0.28250)
C (-0.59723, 0.60235, 0.43348)
P (-1.91878, -0.74344, 0.20410)
H (-0.83153, 1.36420, -0.24722)
S (0.82654, -3.25815, -0.06346)
S (-3.48574, -0.10468, -0.91111)

Calculated values
Gap between HOMO and LUMO (alpha / beta) = 0.26723 / 0.24956 Eh
Relative energy (zero: lowest compared OMol25 entry of this formula, charge and spin) = 308.2 kJ/mol

=====

Entry 7:
Computed, not measured: a molecular structure, CH4I2NOP, with ωB97M-V/def2-TZVPD.

Geometry (Å):
H (-1.40712, -2.65840, -0.60807)
O (-0.63728, -0.69399, -0.17693)
H (0.98696, 4.45883, -0.12104)
P (0.31653, -1.34732, 0.91714)
C (-1.61179, -1.54428, -0.79747)
H (-1.49831, -1.15194, -1.87158)
H (-2.49018, -1.31493, -0.33469)
N (1.23893, -0.08390, 1.06949)
I (2.64786, 0.37069, 2.32807)
I (2.45442, 3.96524, -0.40494)

Calculated values
Gap between HOMO and LUMO = 0.31100 Eh
Relative energy (zero: lowest compared OMol25 entry of this formula, charge and spin) = 160.4 kJ/mol

=====

Entry 8:
Computed, not measured: 2 unconnected molecules or ions with the total composition CH4I2Si, with ωB97M-V/def2-TZVPD.

Geometry (Å):
Si (-1.73663, 0.65285, -0.86241)
C (2.31906, -0.35337, 0.69055)
I (-3.62701, 2.10678, 0.05430)
I (-1.26385, -1.55671, 0.23871)
H (1.32735, 0.00421, 0.60543)
H (-2.55158, 0.42799, -2.00370)
H (2.53203, -1.16177, 1.35262)
H (3.00061, -0.11998, -0.07550)

Calculated values
Gap between HOMO and LUMO (alpha / beta) = 0.31011 / 0.23314 Eh
Relative energy (zero: lowest compared OMol25 entry of this formula, charge and spin) = 423.8 kJ/mol

=====

Entry 9:
Computed, not measured: 2 unconnected molecules or ions with the total composition CH4IN2, with ωB97M-V/def2-TZVPD.

Geometry (Å):
I (2.60619, 0.02235, -0.53758)
N (-0.98192, -1.33298, -0.00727)
H (-0.76887, -2.20438, 0.52252)
H (-1.19583, -1.44007, -1.00030)
N (0.00102, 1.31576, 0.15253)
H (0.58955, 2.06234, 0.43153)
H (-0.92006, 1.33622, 0.52152)
C (0.66993, 0.24077, -0.08295)

Calculated values
Gap between HOMO and LUMO (alpha / beta) = 0.30245 / 0.30355 Eh
Net charge = +1
Relative energy (zero: lowest compared OMol25 entry of this formula, charge and spin) = 448.2 kJ/mol

=====

Entry 10:
Computed, not measured: CH4IN3 in the gas phase, with ωB97M-V/def2-TZVPD.

Geometry (Å):
I (2.47478, 1.20273, 2.23923)
H (1.68917, 1.58215, -0.07623)
H (-2.08565, -0.68252, -0.33991)
H (-1.22116, -1.42366, -1.69938)
N (0.15194, 0.24568, 0.48201)
N (1.09948, 1.57915, 0.75534)
N (-0.32671, 0.14777, -0.64226)
H (-0.63885, -1.64791, -0.02962)
C (-1.14299, -1.00338, -0.68918)

Calculated values
Gap between HOMO and LUMO = 0.32964 Eh
Relative energy (zero: lowest compared OMol25 entry of this formula, charge and spin) = 73.8 kJ/mol
SMILES = C/N=N/NI

=====

Entry 11:
Computed, not measured: 2 unconnected molecules or ions with the total composition CH4INO, with ωB97M-V/def2-TZVPD.

Geometry (Å):
I (-1.31609, 1.73032, -0.72185)
H (1.29824, 0.07248, 1.15138)
C (-0.44463, 0.15628, -1.64683)
H (0.60135, 0.03253, -1.21361)
H (-0.01799, -0.10243, 2.37126)
H (-0.87872, -0.18158, -2.53913)
N (0.58180, -0.34614, 1.65016)
O (0.17604, -1.36146, 0.94861)

Calculated values
Gap between HOMO and LUMO (alpha / beta) = 0.32608 / 0.31678 Eh
Relative energy (zero: lowest compared OMol25 entry of this formula, charge and spin) = 290.4 kJ/mol

=====

Entry 12:
Computed, not measured: CH4INO2 in the gas phase, with ωB97M-V/def2-TZVPD.

Geometry (Å):
O (-0.22879, 0.06425, -0.52948)
H (0.63672, -0.46083, 1.40293)
C (0.77837, -0.65838, 0.27702)
N (-1.10129, 0.95969, 0.07200)
H (0.43609, -2.18882, -0.92813)
H (-0.95944, 1.95809, -0.28801)
I (2.93057, -0.05463, 0.04805)
O (0.62564, -1.95229, 0.01263)
H (-1.96653, 0.48766, -0.10640)

Calculated values
Gap between HOMO and LUMO (alpha / beta) = 0.22973 / 0.21988 Eh
2S+1 = 3
Relative energy (zero: lowest compared OMol25 entry of this formula, charge and spin) = 0.0 kJ/mol

=====

Entry 13:
Computed, not measured: CH4INO2S in the gas phase, with ωB97M-V/def2-TZVPD.

Geometry (Å):
C (-0.88314, -1.22316, 0.03535)
H (0.21086, -0.23609, -1.33319)
I (2.97953, 1.06194, 0.81532)
O (0.54515, 2.21311, -0.89374)
H (-1.83661, -0.63877, -0.11472)
N (0.30050, -0.48957, -0.39351)
H (-1.01051, -1.98131, -0.77925)
S (0.62113, 1.36214, 0.25340)
H (-0.70931, -1.64984, 0.97892)
O (-0.21760, 1.58154, 1.43143)

Calculated values
Gap between HOMO and LUMO = 0.31536 Eh
Relative energy (zero: lowest compared OMol25 entry of this formula, charge and spin) = 85.2 kJ/mol
SMILES = CNS(=O)(=O)I

=====

Entry 14:
Computed, not measured: a molecular structure, CH4INOS, with ωB97M-V/def2-TZVPD.

Geometry (Å):
H (-0.67361, 1.85719, 0.18558)
H (-0.27399, -0.06674, -1.46351)
I (2.69949, 0.06861, -0.24199)
C (-0.81770, -0.43945, -0.64708)
N (1.16816, 0.01550, 1.05916)
H (1.49978, -0.54996, 1.82968)
H (-1.68700, -1.03066, -0.97861)
O (-0.18406, -0.93737, 0.39982)
S (-1.73107, 1.08288, -0.14307)

Calculated values
Gap between HOMO and LUMO (alpha / beta) = 0.29091 / 0.29088 Eh
Relative energy (zero: lowest compared OMol25 entry of this formula, charge and spin) = 282.8 kJ/mol

=====

Entry 15:
Computed, not measured: CH4INOS in the gas phase, with ωB97M-V/def2-TZVPD.

Geometry (Å):
H (1.93777, -0.34414, -0.16378)
C (1.03694, -0.11276, 0.38960)
O (-1.01168, 0.73033, -0.03647)
H (0.83145, 1.61914, -0.77792)
H (1.07174, 0.60902, 1.30711)
S (-2.22851, 0.02329, -0.88138)
N (0.34239, 0.63000, -0.60302)
I (-2.38977, -2.18502, 0.05695)
H (0.40968, -0.96987, 0.70892)

Calculated values
Gap between HOMO and LUMO = 0.30383 Eh
Relative energy (zero: lowest compared OMol25 entry of this formula, charge and spin) = 166.3 kJ/mol
SMILES = CNOSI

=====

Entry 16:
Computed, not measured: 2 unconnected molecules or ions with the total composition CH4INS, with ωB97M-V/def2-TZVPD.

Geometry (Å):
H (-0.63064, -1.82777, 0.92208)
H (-1.72517, -0.46682, 0.34114)
H (-1.15637, -1.56322, -0.90621)
I (2.84815, -0.48025, -0.15301)
C (-1.04411, -1.22081, 0.07602)
N (0.40934, 1.87055, -0.51543)
S (0.91326, 0.85748, 0.46272)
H (0.38555, 2.83084, -0.22731)

Calculated values
Gap between HOMO and LUMO (alpha / beta) = 0.27623 / 0.27607 Eh
2S+1 = 3
Relative energy (zero: lowest compared OMol25 entry of this formula, charge and spin) = 172.9 kJ/mol

=====

Entry 17:
Computed, not measured: 2 unconnected molecules or ions with the total composition CH4IOPS, with ωB97M-V/def2-TZVPD.

Geometry (Å):
P (-1.71407, -1.66922, -1.63349)
H (3.19987, 1.78839, 0.12857)
C (2.43329, 1.04506, -0.09760)
H (2.60579, 0.34704, 0.76885)
H (2.79275, 0.27536, -0.80637)
H (-3.95579, -1.20373, 1.31015)
S (-2.51075, -0.61792, -0.23505)
O (-3.27976, -1.73136, 0.80801)
I (0.42868, 1.76638, -0.24307)

Calculated values
Gap between HOMO and LUMO = 0.26271 Eh
Relative energy (zero: lowest compared OMol25 entry of this formula, charge and spin) = 394.1 kJ/mol

=====

Entry 18:
Computed, not measured: CH4N2 in the gas phase, with ωB97M-V/def2-TZVPD.

Geometry (Å):
H (-0.88680, 0.97699, 0.01402)
N (1.08422, -0.02941, 0.09329)
C (-1.02223, -0.00140, -0.04983)
H (1.91010, -0.65494, 0.11283)
H (-2.07326, -0.45825, 0.41584)
H (1.05347, 0.84699, -0.42962)
N (-0.06550, -0.67998, -0.15654)

Calculated values
Gap between HOMO and LUMO = 0.37907 Eh
Relative energy (zero: lowest compared OMol25 entry of this formula, charge and spin) = 374.6 kJ/mol
SMILES = C=NN

=====

Entry 19:
Computed, not measured: a molecular structure, CH4N2, with ωB97M-V/def2-TZVPD.

Geometry (Å):
H (-1.43317, 0.97424, -0.00994)
N (-1.24558, -0.01848, 0.11085)
N (1.41289, 0.36296, -0.02319)
C (0.20999, -0.45219, -0.05140)
H (-0.57781, -0.23259, -0.96673)
H (0.21104, -1.57069, 0.13723)
H (1.42264, 0.93675, 0.80317)

Calculated values
Gap between HOMO and LUMO = 0.29406 Eh
Relative energy (zero: lowest compared OMol25 entry of this formula, charge and spin) = 586.0 kJ/mol

=====

Entry 20:
Computed, not measured: CH4N2O in the gas phase, with ωB97M-V/def2-TZVPD.

Geometry (Å):
H (1.10068, 0.81664, -0.71664)
H (-0.77325, 1.42129, 0.45991)
N (0.66315, -0.03141, -0.98860)
C (-0.11242, -0.42495, 0.01875)
O (-0.67378, -1.64787, 0.09895)
N (-0.45147, 0.55127, 0.94785)
H (1.37638, -0.67241, -1.27067)
H (-1.12929, -0.01256, 1.45046)

Calculated values
Gap between HOMO and LUMO = 0.38506 Eh
Relative energy (zero: lowest compared OMol25 entry of this formula, charge and spin) = 96.1 kJ/mol
SMILES = NC(N)=O